No. 1
{"formula": "C7H16BN2O3S", "method": "ωB97M-V/def2-TZVPD", "homo_energy_ev": -11.0, "charge": 1, "energy_ha": -1034.31145, "de_lowest_kj_mol": 231.8, "orbital_gap_ev": 8.34, "species": ["B", "C", "C", "C", "C", "C", "C", "C", "N", "N", "O", "O", "O", "S", "H", "H", "H", "H", "H", "H", "H", "H", "H", "H", "H", "H", "H", "H", "H", "H"], "xyz": [[-2.73152, 2.21206, 0.02258], [-0.40624, -0.12855, 1.19974], [-1.48606, -1.18379, -0.64756], [-2.55073, -2.13541, -0.87460], [-2.79396, -0.31200, 1.15293], [2.43277, 0.67832, -1.27836], [1.14042, 0.75873, -0.48477], [0.93668, -0.35206, 0.65295], [-1.49861, -0.55130, 0.63639], [1.94681, -0.12734, 1.68460], [-0.45783, 0.49718, 2.34651], [-2.83772, 1.53492, -0.97937], [-2.47848, 2.68113, 1.18397], [-3.91197, -1.18303, 0.15354], [-0.49475, -1.67984, -0.66485], [-1.57485, -0.40632, -1.49854], [-2.86399, -2.41599, -1.96232], [-2.39348, -3.06215, -0.35856], [-2.66973, -0.46198, 2.29501], [2.51990, 1.33157, -2.15879], [2.64914, -0.43096, -1.61489], [3.35660, 0.94745, -0.72418], [1.23850, 1.66212, 0.10222], [0.18434, 1.07654, -1.06818], [0.98794, -1.29276, 0.22025], [0.45994, 0.57516, 2.81384], [2.83642, -0.04886, 1.19202], [2.07708, -0.98780, 2.38587], [-4.09829, -0.23421, -0.89660], [-3.13330, 3.36509, 1.54533]], "atomic_forces_ev_per_a": [[-0.22, -1.60, -0.97], [0.18, -0.31, 0.78], [3.27, 1.49, -3.10], [-3.02, -1.11, -0.21], [-0.21, -0.95, 2.41], [1.44, -2.53, -0.90], [-1.03, 1.29, 0.44], [0.81, 2.26, -1.13], [0.06, 0.99, 0.13], [0.53, -2.33, 1.69], [0.23, 0.31, 1.46], [-0.12, 0.26, -1.28], [-1.17, 3.11, 2.56], [0.67, 0.54, -0.94], [-0.72, 0.15, -0.80], [0.55, -0.87, 1.56], [0.57, 1.12, 1.99], [-0.16, -0.52, 0.46], [-1.41, -0.03, -1.95], [-0.62, -0.32, 0.20], [-0.52, 2.08, 0.30], [-0.74, -0.11, 0.23], [0.04, 0.44, 0.49], [1.57, -1.46, 0.58], [0.34, -1.93, -0.83], [-1.51, -0.16, -1.77], [-0.06, 0.16, 0.44], [-0.46, 2.22, -2.25], [0.20, -0.84, 1.02], [1.49, -1.37, -0.59]], "lowdin_charge": [-0.608, -0.317, -0.260, -0.249, -0.426, -0.108, -0.177, -0.309, -0.111, 0.044, 0.137, 0.101, 0.248, 1.089, 0.138, 0.160, 0.153, 0.082, 0.124, 0.080, 0.117, 0.075, 0.108, 0.145, 0.109, 0.180, 0.082, 0.170, 0.028, 0.193]}

=====

No. 2
{"formula": "C21H28N3O2", "method": "ωB97M-V/def2-TZVPD", "homo_energy_ev": -11.3, "charge": 1, "energy_ha": -1131.46508, "de_lowest_kj_mol": 0.0, "orbital_gap_ev": 5.98, "species": ["C", "C", "N", "C", "C", "C", "C", "C", "C", "C", "C", "C", "N", "C", "C", "O", "C", "C", "C", "C", "C", "C", "C", "C", "O", "H", "H", "H", "H", "H", "H", "H", "H", "H", "H", "H", "H", "H", "H", "H", "H", "H", "H", "H", "H", "H", "H", "H", "H", "H", "N", "H", "H", "H"], "xyz": [[6.81620, 1.71954, 1.01754], [5.83544, 0.54768, 1.00371], [5.03738, 0.69647, -0.21017], [3.80189, 0.01938, -0.27165], [3.66118, -1.31238, 0.16872], [2.41158, -1.89877, 0.17443], [1.23627, -1.17339, -0.19375], [-0.02641, -1.81045, -0.07276], [-1.30451, -1.18778, -0.09664], [-1.54063, 0.16811, 0.28934], [-2.82028, 0.69718, 0.31377], [-3.92047, -0.08901, -0.08213], [-5.23346, 0.44115, -0.11625], [-5.63304, 1.13222, 1.10333], [-7.08451, 1.57121, 0.98077], [-7.31004, 2.30099, -0.22729], [-7.01814, 1.54169, -1.40155], [-5.58082, 1.03861, -1.40645], [-3.71628, -1.42412, -0.49436], [-2.44800, -1.96397, -0.46195], [1.42439, 0.14382, -0.71967], [2.68271, 0.71022, -0.78756], [5.83820, 0.64862, -1.43761], [6.86190, 1.77547, -1.37789], [7.61931, 1.76111, -0.16535], [6.23519, 2.65719, 1.14534], [7.53697, 1.61763, 1.84195], [6.37443, -0.42044, 1.02514], [5.17158, 0.60207, 1.87311], [4.55126, -1.86508, 0.48119], [2.30295, -2.93862, 0.48286], [-0.01987, -2.89469, 0.07643], [-0.70797, 0.79201, 0.60191], [-2.99540, 1.73550, 0.61061], [-5.52619, 0.41405, 1.92492], [-4.97192, 1.99007, 1.32230], [-7.72683, 0.67033, 1.04860], [-7.32767, 2.28028, 1.78345], [-7.69647, 0.67281, -1.51060], [-7.16433, 2.24592, -2.23119], [-4.88902, 1.86951, -1.65135], [-5.44929, 0.26358, -2.16906], [-4.58857, -2.00634, -0.80414], [-2.30026, -3.01117, -0.72417], [0.56227, 0.69606, -1.08436], [2.83654, 1.71690, -1.18581], [6.35500, -0.33227, -1.53179], [5.16221, 0.77771, -2.28927], [7.60755, 1.65105, -2.17588], [6.33087, 2.73986, -1.50923], [0.20008, -4.38438, 2.01534], [1.03074, -4.92671, 2.24826], [-0.59790, -5.00720, 2.13154], [0.11417, -3.65925, 2.72531]], "atomic_forces_ev_per_a": [[0.25, 0.11, -0.01], [0.24, -0.27, -0.23], [-0.77, -0.27, -0.09], [0.26, 0.05, 0.07], [-0.18, 0.15, 0.16], [-0.14, -0.15, 0.03], [0.33, -0.01, -0.03], [0.26, 0.48, -0.17], [-0.75, 0.31, 0.09], [-0.01, -0.13, -0.11], [0.08, -0.19, 0.02], [-0.08, -0.07, -0.39], [0.32, -0.83, 0.22], [0.29, 0.39, -0.11], [-0.03, 0.19, -0.13], [0.23, -0.63, 0.02], [-0.08, 0.03, 0.20], [0.30, 0.36, 0.00], [0.04, 0.34, -0.03], [0.29, -0.13, 0.18], [0.15, -0.01, 0.05], [-0.23, -0.17, -0.02], [0.21, 0.02, 0.16], [0.21, 0.17, -0.04], [-0.72, -0.22, 0.00], [0.31, -0.32, -0.15], [-0.34, 0.07, -0.21], [-0.03, 0.31, 0.03], [0.14, 0.01, -0.10], [-0.40, 0.16, -0.06], [-0.03, 0.22, -0.02], [0.07, 0.19, -0.07], [-0.16, -0.15, 0.04], [0.21, -0.44, -0.06], [-0.09, 0.19, -0.03], [-0.35, 0.01, -0.04], [0.06, 0.44, -0.16], [-0.02, -0.39, -0.14], [0.05, 0.41, 0.18], [-0.04, -0.39, 0.14], [-0.20, -0.13, 0.10], [-0.08, 0.17, -0.02], [0.37, 0.16, 0.15], [-0.02, 0.20, 0.03], [0.24, -0.10, -0.03], [-0.11, -0.36, 0.16], [-0.25, 0.33, 0.05], [0.23, 0.01, 0.02], [-0.31, 0.15, 0.18], [0.28, -0.28, 0.16], [0.02, 0.01, 0.07], [-0.22, 0.09, -0.02], [0.19, 0.13, 0.00], [0.00, -0.21, -0.04]], "lowdin_charge": [-0.175, -0.146, -0.118, -0.198, 0.020, 0.017, -0.188, 0.104, -0.192, 0.006, 0.020, -0.206, -0.117, -0.149, -0.174, -0.128, -0.176, -0.135, 0.022, 0.010, 0.007, 0.026, -0.131, -0.179, -0.129, 0.133, 0.133, 0.130, 0.135, 0.128, 0.117, 0.103, 0.116, 0.125, 0.136, 0.118, 0.134, 0.133, 0.132, 0.133, 0.132, 0.129, 0.133, 0.127, 0.116, 0.134, 0.140, 0.131, 0.133, 0.132, 0.015, 0.025, 0.026, 0.026]}

=====

No. 3
{"formula": "C29H47B2F4GaN15", "method": "ωB97M-V/def2-TZVPD", "homo_energy_ev": -6.1, "charge": -1, "energy_ha": -4329.09783, "orbital_gap_ev": 8.39, "species": ["Ga", "C", "C", "C", "C", "C", "C", "C", "C", "C", "N", "N", "B", "N", "N", "C", "C", "C", "C", "C", "C", "C", "C", "C", "N", "N", "C", "C", "C", "C", "C", "C", "C", "C", "C", "H", "H", "H", "H", "H", "H", "H", "H", "H", "H", "H", "H", "H", "H", "H", "H", "H", "H", "H", "H", "H", "H", "H", "H", "H", "H", "H", "H", "H", "H", "H", "H", "H", "H", "H", "H", "H", "H", "H", "H", "H", "H", "H", "H", "H", "H", "N", "C", "N", "N", "N", "N", "C", "N", "N", "N", "N", "H", "F", "B", "F", "F", "F"], "xyz": [[1.28755, -0.23413, -0.80368], [0.12999, -4.45920, -3.30922], [-0.08470, -2.94646, -3.26522], [1.19954, -2.21347, -3.63261], [-0.70607, -2.52776, -1.95969], [-1.76075, -3.16122, -1.29693], [-2.09314, -2.33211, -0.24022], [-3.14384, -2.52364, 0.81352], [-4.51998, -2.09917, 0.29867], [-3.14868, -3.97321, 1.29626], [-1.28275, -1.26481, -0.28550], [-0.40885, -1.39671, -1.32562], [-1.34840, 0.04183, 0.56396], [-0.23573, 0.01072, 1.61855], [1.01994, -0.06309, 1.13292], [1.87434, -0.07392, 2.15505], [1.13940, 0.00127, 3.33669], [-0.19220, 0.07194, 2.95411], [-1.41151, 0.25053, 3.80642], [-1.31307, 1.57118, 4.57237], [-1.60031, -0.93839, 4.74879], [3.35881, -0.16448, 1.97508], [3.87346, -1.50828, 2.49942], [4.06234, 1.00088, 2.66943], [-1.09020, 1.23745, -0.37091], [-0.07873, 1.21407, -1.29199], [-0.24454, 2.26731, -2.09533], [-1.34593, 3.00402, -1.65600], [-1.83801, 2.33586, -0.55423], [-2.94758, 2.74348, 0.36904], [-2.79050, 4.22077, 0.73052], [-4.31703, 2.44855, -0.24271], [0.58814, 2.56690, -3.30236], [-0.31615, 2.76022, -4.52253], [1.47270, 3.78981, -3.06855], [0.55658, -4.74904, -4.27141], [-0.80255, -5.00975, -3.17822], [0.82086, -4.76586, -2.51994], [-0.82651, -2.68397, -4.02949], [2.01451, -2.48057, -2.96179], [1.07641, -1.12918, -3.62341], [1.49575, -2.49394, -4.64500], [-2.22422, -4.09885, -1.55283], [-2.88340, -1.88477, 1.66078], [-4.80619, -2.69905, -0.56850], [-4.51581, -1.05029, -0.00465], [-5.28004, -2.23132, 1.07212], [-3.44399, -4.65206, 0.49272], [-3.85850, -4.09876, 2.11663], [-2.15744, -4.27287, 1.63880], [-2.42515, 0.13494, 1.06446], [1.53078, 0.04087, 4.33936], [-2.27527, 0.30520, 3.14144], [-0.47271, 1.54808, 5.27020], [-2.22582, 1.75071, 5.14602], [-1.14878, 2.40450, 3.88770], [-0.75054, -1.02779, 5.42965], [-1.67942, -1.87526, 4.19379], [-2.50385, -0.81255, 5.34982], [3.56841, -0.09336, 0.90442], [3.73576, -1.56798, 3.58241], [4.94003, -1.61166, 2.28862], [3.34945, -2.35389, 2.05145], [3.86205, 0.97779, 3.74465], [3.72657, 1.95942, 2.27806], [5.14256, 0.91839, 2.53117], [-1.69577, 3.93836, -2.06154], [-2.84424, 2.16241, 1.28712], [-2.93627, 4.85334, -0.14885], [-1.79119, 4.41447, 1.12277], [-3.53440, 4.50932, 1.47706], [-4.44223, 2.99336, -1.18151], [-5.11624, 2.75380, 0.43704], [-4.43334, 1.38355, -0.45590], [1.23650, 1.71482, -3.48719], [-0.95606, 3.63847, -4.40468], [-0.96128, 1.89341, -4.68442], [0.29342, 2.91022, -5.41599], [0.86274, 4.67028, -2.84928], [2.07088, 3.99056, -3.96108], [2.13888, 3.62682, -2.22519], [4.30770, -1.84811, -1.25571], [4.06897, -0.64493, -1.86574], [4.96184, -0.04715, -2.62008], [4.36839, 1.10770, -3.00490], [3.20054, 1.21269, -2.51334], [2.94212, 0.09373, -1.77224], [3.32209, -2.58547, -0.64793], [3.44528, -3.83111, -0.23519], [2.23885, -4.10941, 0.31308], [1.45104, -3.09972, 0.22935], [2.11193, -2.09485, -0.39921], [5.16277, -2.31507, -1.50486], [2.36970, 3.92432, 1.81714], [1.44017, 3.34541, 0.94068], [2.09601, 2.32714, 0.17545], [0.90690, 4.30954, 0.07060], [0.38718, 2.74823, 1.67806]], "atomic_forces_ev_per_a": [[-0.19, -0.38, -0.22], [0.06, -0.02, 0.04], [0.04, -0.03, 0.00], [-0.03, 0.04, -0.02], [-0.02, 0.00, 0.00], [-0.08, 0.04, -0.06], [0.04, -0.06, -0.02], [0.02, 0.01, 0.03], [-0.01, 0.05, -0.01], [0.00, -0.03, 0.00], [-0.05, -0.02, -0.03], [0.05, 0.09, 0.15], [-0.02, 0.14, 0.04], [0.05, -0.06, 0.07], [0.08, -0.05, 0.09], [-0.06, 0.02, 0.04], [0.02, 0.03, 0.01], [0.02, -0.04, -0.07], [0.02, -0.02, 0.00], [-0.01, 0.04, 0.01], [0.01, -0.01, 0.02], [-0.01, -0.02, 0.02], [-0.02, -0.04, -0.03], [0.00, 0.02, 0.04], [-0.01, -0.05, -0.10], [0.05, 0.11, -0.07], [-0.09, 0.05, 0.08], [-0.01, -0.03, -0.03], [0.01, 0.02, -0.02], [0.03, 0.00, 0.01], [0.00, 0.03, 0.00], [-0.02, -0.01, 0.00], [0.00, 0.02, 0.01], [-0.02, 0.00, 0.00], [-0.01, 0.05, 0.00], [0.00, 0.00, 0.01], [0.01, 0.02, 0.02], [-0.02, 0.00, -0.01], [-0.02, -0.06, 0.00], [0.01, -0.01, 0.02], [-0.02, 0.03, 0.03], [0.02, 0.00, 0.01], [0.01, 0.02, -0.01], [-0.01, -0.03, -0.02], [0.01, 0.00, 0.01], [0.00, -0.03, 0.01], [0.02, 0.00, 0.00], [0.00, 0.01, 0.00], [0.01, 0.01, -0.01], [-0.02, 0.01, 0.01], [-0.02, -0.03, -0.01], [-0.01, 0.01, -0.01], [-0.01, -0.01, -0.01], [-0.01, -0.01, -0.01], [0.01, -0.01, -0.01], [0.01, -0.02, 0.00], [-0.01, 0.01, -0.01], [0.00, 0.01, 0.00], [0.01, 0.00, -0.01], [0.01, 0.00, 0.01], [0.00, 0.02, -0.01], [-0.01, 0.00, 0.00], [0.03, 0.04, 0.02], [0.00, 0.01, -0.02], [-0.03, 0.02, -0.01], [-0.01, 0.00, -0.02], [0.01, -0.03, 0.01], [0.01, 0.02, -0.01], [0.00, -0.01, 0.01], [-0.02, -0.02, -0.01], [0.01, -0.01, -0.01], [0.01, 0.00, 0.01], [0.01, -0.01, -0.01], [0.01, 0.02, 0.00], [0.02, -0.03, -0.01], [0.01, -0.02, 0.01], [0.02, 0.02, 0.00], [0.00, 0.00, 0.01], [0.00, -0.02, -0.01], [0.00, -0.02, 0.03], [-0.01, 0.00, 0.00], [0.01, -0.03, -0.04], [-0.07, 0.15, -0.05], [0.00, 0.02, -0.02], [0.03, 0.00, 0.05], [0.01, -0.16, 0.00], [0.09, 0.08, 0.05], [-0.17, -0.07, 0.01], [0.02, 0.01, 0.00], [0.02, 0.01, 0.01], [0.01, 0.03, -0.08], [0.13, -0.01, 0.00], [0.00, 0.00, 0.01], [-0.12, -0.09, -0.09], [0.05, 0.02, -0.03], [0.00, 0.16, 0.10], [0.08, -0.09, 0.13], [0.07, 0.16, -0.01]], "lowdin_charge": [0.511, -0.064, -0.349, -0.062, -0.238, 0.043, -0.196, -0.360, -0.049, -0.063, 0.081, 0.080, -0.483, 0.089, 0.085, -0.215, 0.066, -0.186, -0.357, -0.049, -0.058, -0.352, -0.052, -0.039, 0.080, 0.098, -0.218, 0.050, -0.189, -0.355, -0.050, -0.053, -0.372, -0.068, -0.062, 0.076, 0.068, 0.084, 0.141, 0.063, 0.066, 0.086, 0.109, 0.115, 0.084, 0.064, 0.078, 0.075, 0.076, 0.089, 0.116, 0.121, 0.113, 0.082, 0.076, 0.080, 0.080, 0.076, 0.076, 0.108, 0.080, 0.082, 0.053, 0.080, 0.071, 0.082, 0.122, 0.116, 0.078, 0.083, 0.077, 0.082, 0.076, 0.064, 0.093, 0.072, 0.078, 0.075, 0.083, 0.078, 0.063, 0.163, -0.447, 0.048, -0.048, -0.019, 0.018, -0.496, 0.041, -0.074, -0.016, -0.008, 0.146, 0.103, -1.234, 0.071, 0.111, 0.114]}

=====

No. 4
{"formula": "C3H4Cl2Si", "method": "ωB97M-V/def2-TZVPD", "homo_energy_ev": [-9.0, -8.2], "energy_ha": -1326.43274, "de_lowest_kj_mol": 486.9, "orbital_gap_ev": [7.83, 7.12], "species": ["C", "C", "C", "Si", "Cl", "Cl", "H", "H", "H", "H"], "xyz": [[-1.83909, -1.20910, 0.04451], [-0.67622, -0.72071, 0.03297], [-0.55431, -2.11964, -0.37825], [1.36389, 2.24784, 0.24159], [2.17903, 2.84237, -1.46467], [0.33643, 3.72049, 1.16432], [-2.80139, -1.40315, 0.44655], [-0.13141, -2.97461, 0.30532], [-0.54759, -2.40382, -1.41618], [2.67066, 2.02032, 1.02384]], "atomic_forces_ev_per_a": [[0.00, -0.76, 0.71], [1.12, 0.92, -0.15], [0.37, -1.84, 0.95], [0.87, -1.28, 1.45], [0.29, 0.56, -1.62], [-0.41, 0.51, 0.23], [-0.54, 0.08, -0.18], [-0.90, 1.91, -1.00], [0.18, 0.02, -0.32], [-0.98, -0.11, -0.07]], "lowdin_charge": [-0.039, -0.082, -0.141, -0.276, 0.209, 0.184, 0.076, 0.110, 0.053, -0.094]}